[1]
{
  "formula": "C3H13N2O3",
  "method": "wB97M-V/def2-TZVPD",
  "lumo_ev": -7.82,
  "homo_energy_ev": -14.4,
  "e_tot_ha": -456.95917,
  "total_charge": 1,
  "relative_energy_kj_mol": 499.76,
  "homo_lumo_gap_ha": 0.2414,
  "elements": ["C", "C", "C", "N", "O", "N", "H", "H", "H", "H", "H", "H", "H", "H", "H", "H", "H", "O", "H", "H", "O"],
  "xyz": [[0.248, 0.463, 1.840], [0.071, 1.044, 0.519], [1.159, 0.956, -0.444], [0.750, 1.230, -1.833], [1.892, -0.208, -0.368], [0.000, -1.024, 1.974], [1.323, 0.560, 2.067], [-0.322, 1.017, 2.584], [1.854, 1.769, -0.130], [-0.537, 1.956, 0.561], [1.429, 1.767, -2.350], [-0.119, 1.774, -1.816], [-0.125, -1.149, 2.974], [1.324, -0.987, -0.250], [-0.924, -1.226, 1.580], [0.377, -0.702, -2.286], [-0.361, -2.052, -2.497], [-0.003, -1.465, -1.817], [-3.380, -1.611, -0.238], [-2.107, -0.712, -0.287], [-2.547, -1.400, 0.217]]
}


[2]
{
  "formula": "C3H13N2O3",
  "method": "wB97M-V/def2-TZVPD",
  "lumo_ev": [-8.28, -13.46],
  "homo_energy_ev": [-17.5, -17.5],
  "multiplicity": 2,
  "e_tot_ha": -456.62057,
  "total_charge": 2,
  "relative_energy_kj_mol": 41.79,
  "s_squared": 0.755,
  "homo_lumo_gap_ha": [0.3404, 0.1499],
  "elements": ["C", "C", "C", "N", "O", "N", "H", "H", "H", "H", "H", "H", "H", "H", "H", "H", "H", "O", "H", "H", "O"],
  "xyz": [[-0.646, 0.718, -0.036], [0.500, 0.174, 0.880], [1.861, 0.429, 0.191], [2.950, 0.258, 0.911], [1.915, 0.659, -1.038], [-0.760, 0.001, -1.392], [-0.575, 1.807, -0.124], [-1.518, 0.367, 0.544], [0.557, 0.568, 1.906], [0.283, -0.881, 1.026], [2.988, 0.291, 1.920], [3.859, 0.482, 0.520], [-0.589, -1.034, -1.287], [0.131, 0.138, -1.871], [-1.700, 0.180, -1.747], [-1.189, -3.248, -0.725], [-0.510, -3.535, -2.060], [-0.965, -2.835, -1.570], [-3.516, 2.093, 2.270], [-4.059, 0.720, 1.681], [-3.280, 1.196, 2.007]]
}


[3]
{
  "formula": "C3H13N3",
  "method": "wB97M-V/def2-TZVPD",
  "lumo_ev": 1.13,
  "homo_energy_ev": -8.7,
  "e_tot_ha": -286.33138,
  "relative_energy_kj_mol": 53.11,
  "homo_lumo_gap_ha": 0.3606,
  "elements": ["C", "N", "C", "H", "H", "H", "H", "H", "H", "H", "N", "C", "N", "H", "H", "H", "H", "H", "H"],
  "xyz": [[-2.014, 1.180, 0.312], [-1.194, 0.110, -0.249], [-1.996, -1.120, -0.341], [-2.361, 0.867, 1.296], [-2.879, 1.453, -0.296], [-1.481, 2.108, 0.452], [-0.814, 0.365, -1.152], [-2.962, -1.004, -0.889], [-1.356, -1.822, -0.892], [-2.243, -1.440, 0.659], [1.383, 0.197, 1.186], [2.397, 0.391, 0.152], [2.305, -0.546, -0.952], [1.778, -0.414, 1.888], [0.514, -0.186, 0.802], [3.387, 0.358, 0.633], [2.250, 1.412, -0.257], [2.300, -1.516, -0.673], [2.985, -0.391, -1.681]]
}


[4]
{
  "formula": "C3H13N3O",
  "method": "wB97M-V/def2-TZVPD",
  "lumo_ev": 0.88,
  "homo_energy_ev": -8.6,
  "e_tot_ha": -361.57641,
  "relative_energy_kj_mol": 126.15,
  "homo_lumo_gap_ha": 0.3499,
  "elements": ["N", "C", "C", "N", "C", "N", "H", "H", "H", "H", "H", "H", "H", "H", "H", "H", "H", "O", "H", "H"],
  "xyz": [[2.685, -0.523, -0.459], [1.954, 0.001, 0.713], [0.819, -0.937, 1.072], [-0.169, -1.036, 0.026], [-1.594, -0.883, 0.212], [-2.118, 0.164, -0.658], [2.149, -0.431, -1.311], [3.599, -0.103, -0.515], [1.646, 1.044, 0.590], [2.699, 0.026, 1.516], [1.253, -1.905, 1.292], [0.393, -0.579, 2.015], [0.100, -1.584, -0.776], [-1.735, -0.730, 1.289], [-2.117, -1.840, 0.017], [-3.125, 0.074, -0.514], [-1.809, 0.015, -1.600], [-1.280, 2.741, -0.520], [-1.698, 1.868, -0.322], [-0.964, 2.710, -1.437]]
}


[5]
{
  "formula": "C3H13N4O",
  "method": "wB97M-V/def2-TZVPD",
  "lumo_ev": -2.73,
  "homo_energy_ev": -12.8,
  "e_tot_ha": -416.03361,
  "total_charge": 1,
  "relative_energy_kj_mol": 371.92,
  "homo_lumo_gap_ha": 0.3696,
  "elements": ["C", "C", "C", "N", "N", "N", "N", "O", "H", "H", "H", "H", "H", "H", "H", "H", "H", "H", "H", "H", "H"],
  "xyz": [[0.289, 1.261, -0.735], [1.034, 1.147, 0.330], [2.087, 0.062, 0.205], [3.222, 0.397, 0.795], [1.860, -1.072, -0.316], [-3.068, 0.263, -0.111], [-0.576, -1.632, -1.119], [-2.627, 0.960, 1.129], [-2.649, 0.803, -0.973], [-0.590, 1.872, -0.835], [0.655, 0.711, -1.602], [0.957, 1.628, 1.249], [4.000, -0.237, 0.876], [-3.322, 1.017, 1.816], [2.528, -1.848, -0.154], [0.542, -1.368, -0.844], [3.175, 1.290, 1.048], [-4.056, 0.214, -0.019], [-0.717, -1.855, -2.110], [-1.322, -0.925, -0.849], [-0.687, -2.501, -0.613]]
}


[6]
{
  "formula": "C3H13N4S",
  "method": "wB97M-V/def2-TZVPD",
  "lumo_ev": -2.86,
  "homo_energy_ev": -13.0,
  "e_tot_ha": -738.97195,
  "total_charge": 1,
  "relative_energy_kj_mol": 368.81,
  "homo_lumo_gap_ha": 0.3711,
  "elements": ["C", "C", "C", "N", "N", "N", "N", "S", "H", "H", "H", "H", "H", "H", "H", "H", "H", "H", "H", "H", "H"],
  "xyz": [[0.522, -1.296, -1.245], [0.312, 0.771, 0.296], [0.776, -0.600, 0.105], [0.121, 1.694, -0.670], [1.843, 0.416, 0.072], [-1.991, 0.257, 1.060], [0.891, -1.602, 1.063], [-2.484, 0.913, -0.604], [-0.586, -1.264, -1.278], [0.819, -0.599, -2.038], [1.013, -2.277, -1.258], [0.101, 1.158, 1.265], [0.240, 1.363, -1.620], [-0.352, 2.588, -0.596], [2.296, 0.755, -0.767], [2.557, 0.500, 0.885], [-2.436, -0.583, 1.155], [1.681, -2.150, 1.017], [-2.505, 0.818, 1.735], [0.898, -1.242, 1.978], [-3.715, 0.380, -0.556]]
}


[7]
{
  "formula": "C3H13NO2",
  "method": "wB97M-V/def2-TZVPD",
  "lumo_ev": -0.43,
  "homo_energy_ev": -7.4,
  "e_tot_ha": -327.05347,
  "relative_energy_kj_mol": 757.16,
  "homo_lumo_gap_ha": 0.2553,
  "elements": ["C", "C", "C", "N", "H", "H", "H", "H", "H", "H", "H", "H", "H", "H", "H", "O", "H", "H", "O"],
  "xyz": [[0.856, 0.614, 1.242], [-0.696, 0.085, 0.087], [-1.172, -1.103, 0.843], [0.284, 1.022, 2.598], [0.975, -0.400, 1.353], [1.876, 1.017, 1.018], [-1.599, 0.421, -0.548], [0.099, 0.916, 0.312], [-2.236, -0.983, 1.161], [-1.211, -2.071, 0.419], [-0.543, -1.171, 1.741], [0.833, 1.417, 3.309], [-0.576, 1.622, 2.434], [-0.761, -1.424, -3.064], [-0.592, -0.894, -1.709], [-0.450, -1.695, -2.194], [0.591, 1.427, -1.373], [1.170, 0.141, -2.041], [1.207, 1.101, -2.085]]
}


[8]
{
  "formula": "C3H13NO2S",
  "method": "wB97M-V/def2-TZVPD",
  "lumo_ev": [3.49, 3.45],
  "homo_energy_ev": [0.8, -5.5],
  "multiplicity": 2,
  "e_tot_ha": -725.44201,
  "total_charge": -1,
  "relative_energy_kj_mol": 128.64,
  "s_squared": 0.751,
  "homo_lumo_gap_ha": [0.1002, 0.3288],
  "elements": ["C", "N", "C", "C", "S", "H", "H", "H", "H", "H", "H", "H", "H", "H", "H", "H", "O", "H", "H", "O"],
  "xyz": [[-0.418, -2.026, -0.797], [-0.601, -1.208, 0.404], [-1.058, 0.164, 0.128], [-0.866, 1.080, 1.328], [0.246, 2.623, 1.111], [-0.697, -1.439, -1.680], [-1.001, -2.946, -0.798], [0.644, -2.271, -0.940], [-1.243, -1.647, 1.055], [-0.288, 0.492, -0.581], [-2.032, 0.247, -0.371], [-1.819, 1.473, 1.659], [-0.136, 0.625, 1.990], [1.123, 2.022, 0.288], [0.757, 2.036, -1.916], [0.949, 1.002, -2.974], [1.066, 1.951, -2.836], [1.376, -1.293, 1.316], [2.289, -0.145, 1.562], [1.709, -0.740, 2.051]]
}


[9]
{
  "formula": "C3H13NO2S",
  "method": "wB97M-V/def2-TZVPD",
  "lumo_ev": 0.74,
  "homo_energy_ev": -8.9,
  "e_tot_ha": -725.49597,
  "relative_energy_kj_mol": 66.72,
  "homo_lumo_gap_ha": 0.3549,
  "elements": ["C", "C", "N", "C", "S", "H", "H", "H", "H", "H", "H", "H", "H", "H", "O", "H", "H", "O", "H", "H"],
  "xyz": [[-0.264, -1.645, -0.525], [-0.039, -0.265, -1.108], [0.717, -0.379, -2.352], [-1.374, 0.519, -1.339], [-1.071, 2.347, -1.392], [-0.753, -1.633, 0.453], [0.715, -2.036, -0.247], [-0.730, -2.298, -1.256], [0.538, 0.314, -0.387], [0.089, -0.524, -3.133], [1.254, 0.433, -2.591], [-1.854, 0.190, -2.256], [-2.007, 0.348, -0.470], [0.229, 2.274, -1.011], [0.008, -3.564, 3.179], [-0.183, -3.013, 3.956], [-0.669, -4.206, 3.282], [1.494, 4.190, 2.437], [2.361, 3.853, 2.651], [1.538, 5.093, 2.109]]
}


[10]
{
  "formula": "C3H13NO2S",
  "method": "wB97M-V/def2-TZVPD",
  "lumo_ev": 0.55,
  "homo_energy_ev": -9.6,
  "e_tot_ha": -725.46839,
  "relative_energy_kj_mol": 139.14,
  "homo_lumo_gap_ha": 0.3716,
  "elements": ["C", "C", "N", "C", "S", "H", "H", "H", "H", "H", "H", "H", "H", "H", "O", "H", "H", "O", "H", "H"],
  "xyz": [[-0.924, 3.106, 0.156], [-0.850, 1.590, 0.200], [-2.095, 1.178, 0.864], [0.521, 1.257, 0.906], [0.616, -0.545, 1.343], [-0.037, 3.746, -0.353], [-1.657, 3.677, -0.365], [-1.108, 3.558, 1.116], [-0.687, 1.186, -0.739], [-2.729, 0.920, 0.115], [-1.682, 0.289, 1.094], [0.490, 1.845, 1.802], [1.425, 1.497, 0.357], [-0.144, -0.491, 2.418], [2.096, -1.744, -1.351], [1.605, -1.913, -0.547], [2.559, -2.567, -1.541], [-0.311, -3.398, -2.717], [0.231, -2.695, -2.260], [-0.220, -3.160, -3.655]]
}


[11]
{
  "formula": "C3H13NO2S",
  "method": "wB97M-V/def2-TZVPD",
  "lumo_ev": 0.58,
  "homo_energy_ev": -7.9,
  "e_tot_ha": -725.45590,
  "relative_energy_kj_mol": 171.92,
  "homo_lumo_gap_ha": 0.3124,
  "elements": ["C", "N", "C", "C", "S", "H", "H", "H", "H", "H", "H", "H", "H", "H", "O", "H", "H", "O", "H", "H"],
  "xyz": [[-2.639, 1.496, -0.596], [-2.328, 0.115, -0.840], [-1.099, -0.600, -0.557], [-0.094, 0.247, 0.219], [1.292, -0.850, 0.815], [-2.492, 2.098, 0.310], [-1.923, 2.107, -1.185], [-3.579, 1.856, -1.045], [-3.004, -0.312, -1.440], [-0.674, -0.947, -1.509], [-1.211, -1.531, 0.009], [-0.638, 0.666, 1.064], [0.284, 0.990, -0.483], [1.751, -0.107, 1.828], [4.314, -0.097, 4.451], [5.127, 0.172, 4.025], [3.685, 0.037, 3.730], [-1.545, 0.234, -4.273], [-1.198, 1.013, -4.737], [-1.079, -0.507, -4.674]]
}


[12]
{
  "formula": "C3H13NO2S",
  "method": "wB97M-V/def2-TZVPD",
  "lumo_ev": 0.70,
  "homo_energy_ev": -8.4,
  "e_tot_ha": -725.47777,
  "relative_energy_kj_mol": 114.50,
  "homo_lumo_gap_ha": 0.3358,
  "elements": ["C", "C", "N", "C", "S", "H", "H", "H", "H", "H", "H", "H", "H", "H", "O", "H", "H", "O", "H", "H"],
  "xyz": [[0.381, 2.726, -0.078], [-0.764, 1.712, 0.068], [-1.992, 2.441, 0.486], [-0.425, 0.642, 1.073], [-2.096, -0.233, 1.417], [0.457, 3.326, 0.825], [1.265, 2.117, -0.432], [0.195, 3.225, -1.055], [-0.986, 1.277, -0.896], [-2.394, 2.841, -0.352], [-1.918, 3.030, 1.303], [-0.020, 0.835, 2.037], [0.202, -0.195, 0.652], [-1.774, -1.488, 1.297], [0.663, -2.244, 1.253], [1.369, -2.896, 1.265], [0.066, -2.475, 1.971], [2.644, -4.642, -3.322], [2.070, -4.489, -4.081], [3.056, -5.510, -3.433]]
}